No. 1
This record from the Open Molecules 2025 dataset describes a structure of composition C44H32IO20P in a non-equilibrium geometry. The level of theory is ωB97M-V/def2-TZVPD.

Its orbital gap is 0.1597 hartree. As for the spin multiplicity: 1. The HOMO energy is -7.46 eV.

Element x y z (Å)
1 O -1.31101 -0.34560 1.89649
2 C -1.35239 -1.34790 1.23723
3 O -0.74896 -2.49303 1.64034
4 C -2.05827 -1.42015 -0.10227
5 O -1.90959 -0.14770 -0.74190
6 P -0.54550 0.08971 -1.50156
7 O -0.49570 -0.37699 -2.88604
8 O -0.34869 1.65290 -1.37313
9 O 0.51431 -0.55866 -0.51478
10 I 2.22646 -1.26499 -1.31097
11 H -0.26912 -2.85975 0.88439
12 H -3.10784 -1.60001 0.08920
13 H -1.64989 -2.22067 -0.71109
14 H -0.34856 1.90034 -0.43646
15 C 7.05360 1.01003 -2.23480
16 C 6.07467 0.15527 -1.95470
17 C 5.75685 -0.95912 -2.87657
18 O 4.84853 -1.71933 -2.60231
19 C 6.55558 -1.10661 -4.11413
20 C 7.53475 -0.25026 -4.39181
21 C 7.86185 0.87688 -3.47399
22 O 8.75581 1.65169 -3.73131
23 H 7.31436 1.83308 -1.58106
24 H 5.46318 0.20725 -1.05282
25 H 6.29602 -1.93200 -4.76472
26 H 8.13674 -0.32588 -5.28812
27 C -2.35469 -1.78879 -7.86950
28 C -2.71846 -0.59568 -8.32890
29 C -2.22646 0.65336 -7.69486
30 O -2.56356 1.74010 -8.11823
31 C -1.31445 0.52279 -6.53511
32 C -0.94756 -0.66911 -6.07226
33 C -1.43959 -1.92038 -6.70445
34 O -1.11012 -3.01100 -6.29201
35 H -2.69989 -2.71372 -8.31383
36 H -3.38148 -0.47344 -9.17584
37 H -0.96955 1.44718 -6.08972
38 H -0.28870 -0.78127 -5.22073
39 C 1.52606 1.97216 6.33504
40 C 0.78844 1.29150 7.20732
41 C 0.09334 0.03940 6.81333
42 O -0.58122 -0.57684 7.61190
43 C 0.25013 -0.42645 5.41476
44 C 0.98872 0.25371 4.54437
45 C 1.68461 1.50509 4.93385
46 O 2.35845 2.12424 4.13620
47 H 2.04101 2.88774 6.59645
48 H 0.65564 1.60998 8.23349
49 H -0.26723 -1.33906 5.14838
50 H 1.11255 -0.06504 3.51732
51 C -2.70453 -1.36996 12.58598
52 C -2.47271 -2.62900 12.94468
53 C -1.67138 -3.53938 12.08593
54 O -1.46278 -4.68723 12.41503
55 C -1.14000 -2.98854 10.81497
56 C -1.36969 -1.72904 10.45040
57 C -2.17064 -0.82075 11.31178
58 O -2.38180 0.32921 10.99195
59 H -3.28508 -0.68836 13.19475
60 H -2.84979 -3.05128 13.86743
61 H -0.55942 -3.67103 10.20709
62 H -0.99184 -1.30864 9.52418
63 C 3.91411 3.99003 1.53722
64 C 4.58329 2.98038 0.98869
65 C 4.25011 1.57352 1.31700
66 O 4.85602 0.64176 0.82353
67 C 3.14511 1.33059 2.27629
68 C 2.47466 2.33767 2.82805
69 C 2.80536 3.74940 2.50091
70 O 2.19827 4.67094 2.99737
71 H 4.13761 5.02558 1.31486
72 H 5.39247 3.13438 0.28590
73 H 2.92331 0.29448 2.49908
74 H 1.66795 2.18079 3.53352
75 C -4.43199 -4.06401 2.22027
76 C -5.19899 -4.77043 3.04509
77 C -5.82966 -6.04458 2.60912
78 O -6.52915 -6.68698 3.35846
79 C -5.56801 -6.49770 1.21785
80 C -4.80066 -5.78977 0.39429
81 C -4.17366 -4.51953 0.83198
82 O -3.47088 -3.87523 0.07842
83 H -3.96308 -3.13445 2.51899
84 H -5.40147 -4.45970 4.06194
85 H -6.03622 -7.42777 0.92250
86 H -4.59624 -6.09859 -0.62283
87 C -1.08058 6.67837 -11.37694
88 C -0.69035 5.44123 -11.66778
89 C -1.09315 4.28684 -10.82177
90 O -0.73189 3.16168 -11.09036
91 C -1.94973 4.56523 -9.63961
92 C -2.33772 5.80556 -9.35225
93 C -1.93672 6.95878 -10.19509
94 O -2.29155 8.08821 -9.93434
95 H -0.79974 7.53463 -11.97698
96 H -0.06721 5.21304 -12.52322
97 H -2.23242 3.71024 -9.03741
98 H -2.96070 6.03440 -8.49698


No. 2
This record from the Open Molecules 2025 dataset describes a structure of composition C44H33Cl7CoGeNO5SSe. The level of theory is ωB97M-V/def2-TZVPD.

Its orbital gap is 0.2049 hartree. As for the spin multiplicity: 1. Its total charge is -2. As for the relative energy (zero: lowest compared OMol25 entry of this formula, charge and spin): 124.3 kJ/mol. The HOMO energy is -1.80 eV.

Element x y z (Å)
1 Co -1.45226 0.17697 0.87700
2 Cl -7.77623 -1.66673 0.01656
3 C -6.25475 -0.84513 -0.10633
4 C -6.10742 0.21270 -0.98723
5 Cl -7.44275 0.74786 -1.95848
6 C -4.87300 0.85626 -1.09419
7 Cl -4.62528 2.15701 -2.21763
8 C -3.79577 0.45121 -0.32573
9 O -2.59065 0.97668 -0.39255
10 C -3.95226 -0.61323 0.60786
11 O -2.89455 -0.95994 1.28786
12 C -5.18015 -1.26626 0.68307
13 Cl -5.32225 -2.60783 1.75998
14 Se 3.28027 0.53406 0.32112
15 C 5.08210 -0.01210 0.30961
16 C 5.57255 -1.01786 -0.53891
17 C 6.90558 -1.36950 -0.52185
18 N 7.83443 -0.82052 0.26589
19 C 7.37268 0.13056 1.08275
20 C 6.06184 0.55241 1.14414
21 H 4.89186 -1.52141 -1.21311
22 H 7.25426 -2.15126 -1.19351
23 H 8.10773 0.59024 1.73978
24 H 5.77963 1.32578 1.84731
25 O -0.02791 1.44226 0.30211
26 S -0.55144 2.85668 0.06178
27 C 0.92347 3.81124 0.41601
28 C 1.03966 3.97717 1.90634
29 C 2.04115 3.31309 2.59930
30 C 2.12856 3.44887 3.97724
31 C 1.22366 4.23825 4.66478
32 C 0.21113 4.89227 3.97440
33 C 0.11936 4.75781 2.60032
34 C -0.67334 3.01153 -1.73635
35 C 0.63611 3.03660 -2.46223
36 C 1.50570 1.95294 -2.41584
37 C 2.75320 2.02921 -3.01790
38 C 3.13152 3.17824 -3.69337
39 C 2.26832 4.26498 -3.74715
40 C 1.03332 4.19709 -3.12369
41 H 0.81986 4.77122 -0.09900
42 H 1.76417 3.25552 -0.00291
43 H 2.70283 2.63627 2.06876
44 H 2.88352 2.89214 4.51465
45 H 1.27848 4.31285 5.74267
46 H -0.51801 5.48725 4.50894
47 H -0.68172 5.25323 2.06283
48 H -1.24687 3.91976 -1.93142
49 H -1.31459 2.15676 -1.96753
50 H 1.25360 1.07351 -1.84279
51 H 3.43051 1.19336 -2.90601
52 H 4.11004 3.24016 -4.15254
53 H 2.56377 5.17067 -4.26185
54 H 0.36592 5.05002 -3.15422
55 C 0.50413 -2.31767 2.16390
56 Ge -0.39326 -1.88294 0.48862
57 C 0.82286 -2.12009 -1.03577
58 C 1.86860 -3.03212 -0.90874
59 C 2.73549 -3.27713 -1.96260
60 C 2.57332 -2.61242 -3.16764
61 C 1.52821 -1.71449 -3.31601
62 C 0.66274 -1.48074 -2.25884
63 C -1.76037 -3.28543 0.16768
64 C -1.78694 -4.38145 0.98858
65 C -2.72086 -5.42849 0.80647
66 C -3.63809 -5.36611 -0.19511
67 C -3.67381 -4.24313 -1.05821
68 C -4.65382 -4.12875 -2.07376
69 C -4.71452 -3.02229 -2.86878
70 C -3.79093 -1.97308 -2.68219
71 C -2.83144 -2.06791 -1.71639
72 C -2.73390 -3.20275 -0.87635
73 H 0.88857 -3.33914 2.15556
74 H -0.19684 -2.20811 2.98748
75 H 1.32726 -1.61712 2.29917
76 H 2.03219 -3.54489 0.02943
77 H 3.55233 -3.97816 -1.83428
78 H 3.26198 -2.78858 -3.98560
79 H 1.39054 -1.18551 -4.25191
80 H -0.15590 -0.78421 -2.40094
81 H -1.08430 -4.45959 1.80751
82 H -2.71030 -6.27522 1.48359
83 H -4.36583 -6.15748 -0.33697
84 H -5.37081 -4.93373 -2.19432
85 H -5.48036 -2.93744 -3.62911
86 H -3.85717 -1.07967 -3.29049
87 H -2.15637 -1.23771 -1.55662
88 Cl -1.02587 -1.14499 5.72170
89 C -1.15936 0.50049 5.04087
90 Cl -2.87001 0.89281 4.86444
91 Cl -0.42691 1.65417 6.18137
92 C -0.35894 0.50046 3.68294
93 O 0.84668 0.52070 3.76353
94 O -1.12769 0.45891 2.68903